Computed, not measured: a cluster of 3 separate species, C3H11NO3 in total, with wB97M-V/def2-TZVPD.

Atoms and positions in Å:
C -3.0364 -0.3666 -0.6884
C -1.8303 0.5607 -0.8074
C -0.6762 0.0617 0.0097
N -0.4565 0.5902 1.2287
O -0.0106 -0.9012 -0.3638
H -3.9694 0.1837 -0.8215
H -2.9437 -1.0258 -1.5493
H -3.1224 -0.9046 0.2491
H -2.0394 1.5731 -0.4343
H -1.4872 0.5941 -1.8371
H -0.9592 1.3782 1.5708
H 0.2373 0.2654 1.8749
O 3.1823 -2.1873 -0.0521
H 2.4853 -2.6007 -0.6101
H 2.8415 -1.4233 0.4425
O 1.9824 2.1748 0.5927
H 2.5765 1.4244 0.3539
H 1.9226 2.7540 -0.1522

Values from the calculation:
HOMO energy in eV: -9.72
HOMO-LUMO gap in eV: 10.277
Charge: 0

=====

Computed, not measured: the molecule C8H10OS, with wB97M-V/def2-TZVPD.

Atoms and positions in Å:
C 2.3108 -0.9183 0.5249
C 1.4392 -0.5423 -0.6787
C 0.4957 0.5418 -0.3048
C 1.0690 1.9315 -0.2876
C -0.8092 0.2417 -0.1119
S -2.0161 1.5658 0.0494
C -3.3033 0.4609 0.2635
C -2.9820 -0.8388 0.2913
C -1.5191 -1.0568 0.0623
O -1.0965 -2.1918 0.2278
H 1.5192 -1.0303 1.2860
H 3.1004 -0.2882 0.8353
H 2.8125 -1.9473 0.3467
H 0.8562 -1.4264 -1.0065
H 2.0712 -0.2096 -1.5775
H 2.0579 1.7123 0.2068
H 0.4693 2.5064 0.2608
H 1.3271 2.3547 -1.2963
H -4.1677 0.8791 0.6726
H -3.6347 -1.7446 0.2357

Values from the calculation:
HOMO energy in eV: -8.33
HOMO-LUMO gap in eV: 8.129
Charge: 0

=====

Computed, not measured: the molecule C5H10BrI, with wB97M-V/def2-TZVPD.

Atoms and positions in Å:
C 1.8439 0.2484 0.0095
C 0.9837 -0.3009 -1.1397
C -0.4643 0.2157 -1.0350
C -1.2536 -0.2574 0.1813
C -0.7702 0.0542 1.5258
Br -1.7511 -2.1857 -0.0971
I -3.5755 0.8630 0.0085
H 1.4587 -0.0841 0.9025
H 1.8974 1.3271 0.0254
H 2.9039 -0.1168 -0.0315
H 1.0093 -1.3993 -1.0843
H 1.4080 0.0171 -2.0258
H -0.5005 1.3278 -0.9868
H -0.9844 -0.0576 -1.9950
H 0.2125 -0.2551 1.8245
H -1.3912 -0.5334 2.1860
H -1.0264 1.1369 1.7318

Values from the calculation:
HOMO energy in eV: -9.17
HOMO-LUMO gap in eV: 8.082
Charge: 0

=====

Computed, not measured: the molecule C6H12O, with wB97M-V/def2-TZVPD.

Atoms and positions in Å:
C -0.9981 -1.8725 0.3506
O 0.1118 -1.1253 0.7862
C 0.8082 -0.3603 -0.1900
C 2.1865 -0.0726 0.3972
C 0.1323 0.9755 -0.5072
C -1.2999 1.0986 -0.9394
C -0.8955 1.4637 0.4663
H -0.7249 -2.5759 -0.4489
H -1.8337 -1.2578 -0.0065
H -1.3611 -2.4329 1.2169
H 0.9181 -0.9616 -1.1086
H 2.8089 0.4618 -0.3296
H 2.6972 -0.9944 0.6883
H 2.0774 0.5612 1.2840
H 0.8178 1.7073 -0.9286
H -1.8664 0.1960 -1.1314
H -1.5525 1.9169 -1.6108
H -1.0990 0.7603 1.2669
H -0.9271 2.5119 0.7450

Values from the calculation:
HOMO energy in eV: -9.76
HOMO-LUMO gap in eV: 10.947
Charge: 0

=====

Computed, not measured: the molecule C6H11N, with wB97M-V/def2-TZVPD.

Atoms and positions in Å:
C -2.5433 -0.3079 1.8266
C -1.6114 0.4941 1.2680
C -0.7537 0.1171 0.1876
N -0.9576 -1.0195 -0.5797
C 0.3202 0.9448 -0.0519
C 1.7584 0.6337 -0.3256
C 2.0293 -0.2436 -1.5286
H -2.8721 -0.1287 2.8362
H -2.9183 -1.1847 1.3021
H -1.6835 1.5580 1.4721
H -0.2891 -1.5612 -1.0811
H -1.6843 -1.6026 -0.2028
H 0.1756 1.9154 0.4205
H 2.1642 0.1295 0.5684
H 2.3549 1.5406 -0.4409
H 3.1058 -0.1874 -1.7848
H 1.6904 0.1729 -2.4867
H 1.7145 -1.2704 -1.3993

Values from the calculation:
HOMO energy in eV: -7.42
HOMO-LUMO gap in eV: 8.266
Charge: 0

=====

The records above give, respectively, strongest force on any atom values of 0.03807, 0.09819, 0.05813, 0.00618, 0.07557 hartree/bohr.
The records above give, respectively, relative energy (zero: lowest compared OMol25 entry of this formula, charge and spin) values of 69.4, 54.7, 0.0, 161.1, 221.0 kJ/mol.